Below is one molecule with the formula C19H24N2O3, with properties calculated with wB97M-V/def2-TZVPD.

## Properties
relative energy (zero: lowest compared OMol25 entry of this formula, charge and spin) = 1.031 eV
net charge = 0
2S+1 = 1
HOMO energy = -8.30 eV
frontier orbital gap = 9.052 eV
SMILES string = CCOC(=O)c1c(C)c(C(=O)NCCc2ccccc2)c(C)n1C

Geometry as XYZ:
```
48
Properties=species:S:1:pos:R:3:forces:R:3:lowdin_charge:R:1
C -5.4636 -2.6010 -1.1447 0.2 0.2 0.3 -0.061
C -5.1100 -2.2107 0.2836 -0.2 -0.6 -0.1 -0.218
H -6.0050 -1.9503 0.8535 0.1 0.0 0.0 0.123
H -4.5786 -3.0319 0.7760 -0.2 0.2 0.0 0.121
O -4.2949 -1.0432 0.3231 0.2 0.3 -0.1 -0.039
C -2.9675 -1.2297 0.1273 -0.1 -0.4 0.0 -0.415
O -2.4926 -2.3319 -0.0467 -0.1 0.1 0.0 0.095
C -2.1950 -0.0026 0.1432 0.7 -0.1 -0.1 -0.080
C -0.8439 0.1128 -0.1803 -0.5 -0.1 0.1 -0.131
C -0.5188 1.4833 -0.0817 -0.5 0.0 0.0 -0.043
C -1.6814 2.1574 0.2854 0.4 0.1 -0.1 -0.192
N -2.6770 1.2596 0.4339 0.3 0.1 -0.1 -0.034
C -4.0132 1.5821 0.8542 -0.6 0.2 0.2 -0.004
H -4.3085 0.9491 1.6907 0.0 0.1 -0.1 0.100
H -4.0524 2.6233 1.1642 0.0 0.0 0.0 0.084
H -4.7217 1.4226 0.0398 0.0 0.0 0.1 0.102
C -1.8532 3.6150 0.5130 0.0 0.1 0.0 -0.007
H -0.9298 4.1152 0.2351 -0.1 0.0 0.0 0.070
H -2.6583 4.0130 -0.1037 -0.1 0.1 0.0 0.090
H -2.0740 3.8304 1.5593 -0.1 0.0 0.0 0.089
C 0.7766 2.1527 -0.3143 -0.1 -0.2 0.1 -0.431
O 0.8721 3.2974 -0.7278 0.0 0.3 -0.1 0.048
N 1.8652 1.4101 -0.0006 0.2 -0.2 0.1 0.083
H 1.7502 0.4887 0.3870 -0.1 0.0 0.0 0.122
C 3.2102 1.9121 -0.1286 0.2 0.2 -0.2 -0.167
H 3.1294 2.9010 -0.5862 0.1 -0.1 0.1 0.119
H 3.6604 2.0168 0.8659 0.0 0.1 -0.1 0.121
C 4.0827 0.9916 -0.9936 -0.1 0.2 0.2 -0.130
C 4.2166 -0.3704 -0.3719 0.0 0.0 -0.2 -0.250
C 3.5908 -1.4771 -0.9301 0.0 0.0 0.0 -0.061
C 3.6803 -2.7206 -0.3284 0.0 -0.1 0.0 -0.084
C 4.4027 -2.8741 0.8418 0.0 -0.1 0.0 -0.094
C 5.0410 -1.7796 1.4015 0.0 0.0 0.1 -0.084
C 4.9475 -0.5384 0.7992 0.0 0.0 0.0 -0.048
H 5.4525 0.3106 1.2382 0.1 0.1 0.1 0.113
H 5.6140 -1.8946 2.3102 0.0 0.0 0.1 0.102
H 4.4729 -3.8429 1.3137 0.0 -0.1 0.0 0.100
H 3.1836 -3.5695 -0.7745 0.0 -0.1 0.0 0.104
H 3.0339 -1.3677 -1.8498 -0.1 0.0 -0.1 0.108
H 5.0671 1.4531 -1.0946 0.0 0.0 -0.1 0.119
H 3.6380 0.9084 -1.9865 0.0 0.0 0.0 0.118
C 0.0433 -0.9962 -0.6259 -0.1 -0.1 -0.1 -0.029
H 0.7497 -0.6388 -1.3714 0.1 0.0 0.0 0.073
H -0.5564 -1.7984 -1.0466 0.1 0.0 0.0 0.075
H 0.5982 -1.4198 0.2129 0.1 -0.1 0.0 0.092
H -6.1323 -3.4569 -1.1339 -0.1 -0.1 0.0 0.077
H -4.5600 -2.8660 -1.6878 0.0 0.0 -0.1 0.075
H -5.9524 -1.7730 -1.6530 -0.1 0.0 -0.1 0.077
```
Forces are in eV/Å.

---

Below is one molecule with the formula C6H19NO2Si2 at a distorted geometry, with properties calculated with wB97M-V/def2-TZVPD.

## Properties
relative energy (zero: lowest compared OMol25 entry of this formula, charge and spin) = 0.741 eV
net charge = 0
2S+1 = 1
HOMO energy = -8.18 eV
frontier orbital gap = 8.950 eV
SMILES string = CO[SiH](OC)N(C)[Si](C)(C)C

Geometry as XYZ:
```
30
Properties=species:S:1:pos:R:3:forces:R:3:lowdin_charge:R:1
C 0.0414 1.9803 0.6083 0.0 -0.5 -0.2 -0.216
C -3.7053 0.9392 1.4761 1.8 1.4 1.4 -0.130
C -1.2601 -0.6947 -2.7971 -2.6 -2.8 -0.2 -0.157
C 2.5582 0.4573 1.7961 0.3 -1.6 -0.7 -0.182
C 2.5877 -0.2703 -1.1644 -0.5 0.8 -1.8 -0.190
C 1.1445 -2.2186 0.3797 -0.9 -0.5 0.0 -0.198
N 0.0794 0.5516 0.4557 -3.3 -3.0 -2.0 -0.261
O -2.7964 0.9168 0.4140 2.2 -0.9 -1.0 -0.261
O -1.7279 0.1437 -1.8049 -0.8 1.3 -0.4 -0.231
Si -1.7197 -0.1638 -0.2353 3.3 4.8 2.2 0.521
Si 1.5372 -0.3812 0.4068 0.2 0.5 0.1 0.386
H 0.6910 2.5212 -0.0152 1.6 0.4 -1.2 0.053
H -0.8845 2.4057 0.2470 -0.7 0.1 1.0 0.067
H 0.3855 2.1676 1.6008 -0.6 1.0 1.0 0.062
H -4.5482 1.1349 0.8831 -2.2 0.5 0.7 0.072
H -3.4244 1.6770 2.3594 -0.6 -0.8 -2.3 0.131
H -3.6935 0.0209 1.9923 -0.6 -1.5 0.4 0.055
H -0.8647 -1.5676 -2.3049 0.7 -0.7 0.0 0.043
H -0.4846 -0.2873 -3.3966 0.3 0.7 -0.8 0.073
H -2.1958 -1.1696 -3.3498 2.0 1.4 0.4 0.132
H 1.9512 0.4332 2.7091 0.2 0.6 -0.2 0.027
H 3.4812 -0.1164 1.9948 -0.2 0.3 0.0 0.025
H 2.8632 1.4249 1.3748 -0.3 0.0 0.6 0.029
H 3.3746 0.4575 -1.0570 0.0 1.1 0.1 0.004
H 3.2319 -1.0437 -1.5666 -0.3 -1.1 0.5 0.015
H 1.9788 -0.0028 -2.0969 0.6 0.0 1.3 0.045
H 2.0538 -2.7333 0.0172 -0.6 0.2 -0.1 0.027
H 0.8995 -2.7018 1.3437 -0.2 0.3 -0.4 0.027
H 0.2513 -2.3714 -0.3441 1.6 0.0 1.1 0.022
H -1.8057 -1.5090 0.0739 -0.4 -1.9 0.5 0.008
```
Forces are in eV/Å.

---

Below is a 2-piece molecular cluster, CH5ISi overall at a distorted geometry, with properties calculated with wB97M-V/def2-TZVPD.

## Properties
relative energy (zero: lowest compared OMol25 entry of this formula, charge and spin) = 2.981 eV
net charge = 0
2S+1 = 1
HOMO energy = -8.67 eV
frontier orbital gap = 8.867 eV
SMILES string = C=[SiH2].I

Geometry as XYZ:
```
8
Properties=species:S:1:pos:R:3:forces:R:3:lowdin_charge:R:1
C 0.3395 -1.1260 0.1111 -1.0 0.3 0.4 -0.348
Si -0.1051 0.4777 0.5624 0.0 0.7 -0.5 0.617
I -1.9384 1.5178 -3.1247 1.1 -0.1 -1.1 0.326
H 0.2716 -1.8714 0.9041 0.4 -0.2 -0.5 -0.056
H 0.2853 -1.4537 -0.9606 0.3 0.4 1.3 -0.017
H -0.5944 1.4336 -4.1564 -1.2 0.1 0.9 -0.268
H -0.1657 1.4027 -0.6062 0.0 0.0 0.5 -0.172
H -0.3817 1.2820 1.8875 0.4 -1.2 -1.1 -0.083
```
Forces are in eV/Å.

---

Below is C19H26HgN3O4S2Sb as an isolated structure at a distorted geometry, with properties calculated with wB97M-V/def2-TZVPD.

## Properties
<S²> = 0.7551
net charge = -1
2S+1 = 2
HOMO energy (spin up / spin down) = -4.81 / -4.86 eV
frontier orbital gap (spin up / spin down) = 7.488 / 6.094 eV

Geometry as XYZ:
```
56
Properties=species:S:1:pos:R:3:forces:R:3:lowdin_charge:R:1
Hg -1.8517 -0.8529 -0.8218 -0.2 -0.1 -0.2 0.510
C 3.7172 -5.5306 1.2234 0.0 0.1 0.1 -0.057
C 3.1910 -4.1729 0.8582 0.0 0.0 0.0 -0.274
C 4.0279 -3.0633 0.8162 0.0 0.0 0.0 -0.039
C 3.5271 -1.8121 0.4944 0.2 0.2 0.1 -0.051
C 2.1877 -1.6703 0.1990 -0.1 0.6 0.0 -0.263
C 1.3421 -2.7605 0.2224 -0.3 -0.1 -0.1 -0.063
C 1.8412 -4.0042 0.5628 0.0 0.1 -0.1 -0.024
S 1.5519 -0.0581 -0.2716 0.5 0.0 -0.4 0.542
O 2.6453 0.8937 -0.0862 0.2 -0.4 0.2 -0.340
O 1.0815 -0.1700 -1.6300 -0.1 -0.4 0.2 -0.388
N 0.3026 0.3354 0.6612 0.2 -0.5 -0.4 -0.215
C 0.4830 0.2795 2.0049 0.7 0.7 -0.3 -0.196
C -0.0857 -1.2299 2.6849 -0.1 -0.5 0.3 -0.666
O 0.5133 -1.4392 3.7100 0.6 0.1 0.7 0.068
O -0.9518 -1.7437 2.0281 -0.8 -0.2 -0.5 -0.036
H 4.7972 -5.5796 1.1123 0.1 0.0 0.0 0.070
H 3.2630 -6.2986 0.6014 0.0 -0.1 -0.1 0.075
H 3.4747 -5.7624 2.2595 0.0 -0.1 0.1 0.082
H 5.0817 -3.1764 1.0345 0.1 0.0 0.0 0.107
H 4.1543 -0.9335 0.4588 0.1 0.0 0.0 0.107
H 0.2967 -2.6279 -0.0157 -0.1 -0.1 0.0 0.057
H 1.1711 -4.8517 0.5944 0.0 -0.1 0.0 0.116
H -0.1838 0.9611 2.5344 -0.1 0.0 0.1 0.106
H 1.5214 0.3273 2.3515 -0.2 -0.1 0.2 0.111
N 1.1469 3.2371 0.1496 0.1 -0.2 -0.2 0.083
C -0.0515 2.9190 -0.4073 -0.1 0.8 0.0 -0.952
S -1.4716 3.1366 0.4186 -0.6 0.1 0.4 0.548
N -0.1079 2.5346 -1.7072 -0.1 -0.4 0.2 0.053
C 0.8823 2.4727 -2.6790 0.5 0.3 -0.6 -0.257
C 2.0148 3.2865 -2.6650 -0.1 0.0 0.1 -0.030
C 2.9331 3.2103 -3.6987 0.1 -0.1 0.0 -0.094
C 2.7508 2.3248 -4.7468 0.1 0.1 -0.1 -0.113
C 1.6091 1.5390 -4.7784 0.0 0.1 0.0 -0.090
C 0.6747 1.6253 -3.7693 0.0 0.1 0.1 -0.044
H 1.0725 3.3919 1.1459 -0.1 0.0 -0.2 0.083
H 1.9134 2.6049 -0.0920 0.0 0.2 0.0 0.051
H -0.9719 2.0633 -1.9494 0.1 0.2 0.2 0.098
H 2.1760 3.9804 -1.8542 0.0 0.0 0.0 0.101
H 3.8051 3.8515 -3.6800 0.0 0.0 0.0 0.097
H 3.4869 2.2570 -5.5364 0.0 0.0 0.0 0.091
H 1.4541 0.8471 -5.5935 -0.1 -0.1 -0.1 0.099
H -0.2058 1.0020 -3.7940 -0.1 -0.1 0.1 0.110
C -6.9346 0.5990 0.7360 0.3 0.0 -0.1 -0.377
Sb -4.7570 0.8063 0.6136 -0.6 0.1 0.3 1.099
C -4.4806 -0.8550 1.9527 0.1 0.2 -0.2 -0.367
C -4.7213 2.2798 2.1927 0.1 -0.1 -0.2 -0.374
H -7.2465 0.5119 1.7716 0.0 0.0 0.2 -0.012
H -7.2315 -0.3022 0.2084 -0.1 -0.1 -0.1 -0.020
H -7.4428 1.4448 0.2836 0.0 0.1 -0.1 -0.021
H -4.9730 -0.6643 2.9005 -0.1 0.1 0.1 -0.003
H -3.4229 -1.0144 2.1154 0.3 -0.1 0.1 -0.041
H -4.9024 -1.7484 1.5068 0.0 -0.2 -0.1 -0.005
H -5.2768 1.9343 3.0605 -0.1 -0.1 0.1 -0.006
H -5.1371 3.2198 1.8456 -0.1 0.1 -0.1 -0.009
H -3.6855 2.4432 2.4620 0.2 0.1 0.1 -0.039
```
Forces are in eV/Å.